i | Entry from the Open Molecules 2025 dataset: 2 unconnected molecules or ions with the total composition C4H13NOS (ωB97M-V with the def2-TZVPD basis set).

- gap between HOMO and LUMO (eV) = 9.86
- M (g mol⁻¹) = 123.221
- HOMO level (eV) = -9.0
- SMILES = CNCCCS.O
- multiplicity = 1

Structure (XYZ):
```
20
C4H13NOS, DFT ωB97M-V with the def2-TZVPD basis set
C -0.12 2.57 -1.03
O 3.52 0.34 -1.35
H -0.10 2.80 -2.10
H -0.39 -2.72 0.13
H 0.94 -1.10 1.54
H -0.95 -1.50 -0.86
H -0.56 0.97 1.12
H -1.82 -1.75 2.27
H 3.66 0.39 -2.30
H 1.16 1.20 1.05
C -0.66 -1.67 0.19
S -2.22 -1.31 1.07
H -1.19 2.69 -0.84
H -0.23 0.57 -1.39
H 2.68 0.81 -1.16
N 0.34 1.21 -0.84
H 1.36 -1.02 -0.06
C 0.33 0.72 0.53
H 0.62 3.24 -0.58
C 0.50 -0.79 0.60
```


ii | Entry from the Open Molecules 2025 dataset: 2 unconnected molecules or ions with the total composition C4H13NOS (ωB97M-V with the def2-TZVPD basis set).

- gap between HOMO and LUMO (eV) = 9.62
- M (g mol⁻¹) = 123.221
- HOMO level (eV) = -8.9
- SMILES = CNCCCS.O
- multiplicity = 1

Structure (XYZ):
```
20
C4H13NOS, DFT ωB97M-V with the def2-TZVPD basis set
C -0.39 0.08 0.36
H -0.45 1.89 -0.44
H -0.47 -2.04 2.07
H -0.54 -0.28 1.38
H 1.55 -0.62 0.69
N -1.11 1.32 0.07
H 1.28 1.18 -1.73
H -3.05 1.90 -0.49
C 1.70 0.40 -1.10
H 1.50 1.05 0.98
S 1.53 -1.17 -2.04
H 2.77 0.63 -1.04
H -0.70 -0.73 -0.31
H -2.13 1.08 -1.81
H -2.85 0.24 -0.46
C -2.30 1.15 -0.73
C 1.12 0.30 0.29
H 0.17 -2.77 3.31
H 2.83 -1.49 -2.00
O -0.47 -2.11 3.03
```


iii | Entry from the Open Molecules 2025 dataset: 2 unconnected molecules or ions with the total composition C4H13NOS (ωB97M-V with the def2-TZVPD basis set).

- gap between HOMO and LUMO (eV) = 9.74
- M (g mol⁻¹) = 123.221
- HOMO level (eV) = -8.8
- SMILES = CNCCCS.O
- multiplicity = 1

Structure (XYZ):
```
20
C4H13NOS, DFT ωB97M-V with the def2-TZVPD basis set
H -1.63 -0.48 1.94
C -1.92 -1.40 -0.04
S -1.20 -2.52 -1.24
C 0.31 -0.80 1.02
C -1.15 -1.20 1.28
H -2.93 -1.73 0.24
H -1.32 -3.70 -0.62
H 1.60 4.64 -1.94
O 0.82 4.11 -1.86
N 0.43 0.34 0.12
H 2.47 -0.20 0.19
H 2.15 1.39 0.69
H 0.10 4.68 -1.66
H 0.80 -1.71 0.64
H -2.16 -0.50 -0.60
H 2.07 1.10 -1.03
H 0.81 -0.51 1.95
H 0.09 -0.02 -0.76
C 1.85 0.66 -0.07
H -1.19 -2.17 1.77
```


iv | Entry from the Open Molecules 2025 dataset: 2 unconnected molecules or ions with the total composition C4H13NOS (ωB97M-V with the def2-TZVPD basis set).

- gap between HOMO and LUMO (eV) = 9.55
- M (g mol⁻¹) = 123.221
- HOMO level (eV) = -8.8
- SMILES = CNCCCS.O
- multiplicity = 1

Structure (XYZ):
```
20
C4H13NOS, DFT ωB97M-V with the def2-TZVPD basis set
C 0.24 0.26 0.28
C -0.23 -1.67 -1.28
H -0.02 -1.81 0.78
H -2.27 -2.87 -0.74
H 0.00 0.79 2.90
N 1.09 1.08 -0.54
H 1.27 3.10 -1.11
H -0.15 2.17 -1.90
H -0.13 2.71 -0.27
C 0.51 2.31 -1.06
H 0.39 0.38 1.36
H -0.07 -0.96 -2.09
C 0.46 -1.21 -0.01
H 0.12 -2.62 -1.65
H -1.06 -0.11 3.84
H 1.49 -1.56 0.05
O -0.38 0.54 3.74
H -0.80 0.54 0.15
H 1.59 0.57 -1.25
S -2.05 -1.64 -1.22
```


How do the energies compare? Relative to the most stable structure, in kJ/mol: i 0.0; ii 27.5; iii 14.2; iv 54.7.


i | Entry from the Open Molecules 2025 dataset: 2 unconnected molecules or ions with the total composition C4H13NOS (ωB97M-V with the def2-TZVPD basis set).

- gap between HOMO and LUMO (eV) = 9.75
- M (g mol⁻¹) = 123.221
- HOMO level (eV) = -8.9
- SMILES = C[C@H](N)CCS.O
- multiplicity = 1

Structure (XYZ):
```
20
C4H13NOS, DFT ωB97M-V with the def2-TZVPD basis set
O 2.10 -0.72 -2.90
C -0.16 2.14 1.12
H -0.91 2.01 1.91
H 1.45 -0.24 -3.45
N -1.04 0.57 -0.68
H -0.40 -2.14 -1.66
H -0.28 -2.48 1.56
H 0.98 0.78 -0.21
C 0.04 0.87 0.33
C -0.43 -1.69 0.83
H -1.22 1.40 -1.23
H 1.25 -0.53 1.28
H -0.60 2.95 0.55
C 0.18 -0.36 1.28
S 0.44 -2.38 -0.63
H -1.86 0.49 -0.08
H 1.46 -1.31 -2.48
H 0.77 2.45 1.62
H -0.26 -0.17 2.26
H -1.49 -1.64 0.57
```


ii | Entry from the Open Molecules 2025 dataset: 2 unconnected molecules or ions with the total composition C4H13NOS (ωB97M-V with the def2-TZVPD basis set).

- gap between HOMO and LUMO (eV) = 9.84
- M (g mol⁻¹) = 123.221
- HOMO level (eV) = -9.1
- SMILES = NCCCCS.O
- multiplicity = 1

Structure (XYZ):
```
20
C4H13NOS, DFT ωB97M-V with the def2-TZVPD basis set
H 1.83 -0.21 -0.35
H 0.15 -1.52 -1.06
H 1.02 0.84 0.68
C -0.18 -0.79 -0.30
H -0.37 1.59 -1.40
C -1.67 -0.49 -0.15
N 0.93 0.72 -2.73
H 2.94 -1.33 1.22
H 0.08 -1.43 0.58
H -1.47 0.75 1.94
H -2.00 0.33 -0.79
H -2.25 -1.36 -0.46
H 1.27 1.44 -3.35
O 3.42 -0.65 1.68
H 0.12 0.37 -3.22
H 1.46 2.04 -1.22
C 0.88 0.30 -0.28
H 2.81 -0.56 2.41
S -2.31 -0.18 1.50
C 0.67 1.30 -1.40
```


How do the energies compare? Relative to the most stable structure, in kJ/mol: i 0.0; ii 18.2.


i | Entry from the Open Molecules 2025 dataset: 2 unconnected molecules or ions with the total composition C4H13NOS (ωB97M-V with the def2-TZVPD basis set).

- gap between HOMO and LUMO (eV) = 9.87
- M (g mol⁻¹) = 123.221
- HOMO level (eV) = -9.0
- SMILES = CNCCCS.O
- multiplicity = 1

Structure (XYZ):
```
20
C4H13NOS, DFT ωB97M-V with the def2-TZVPD basis set
N 0.50 0.08 1.06
H -1.12 -1.15 0.41
O 2.86 0.88 -0.59
H 3.62 0.71 -0.09
C 0.64 -0.88 2.29
H 2.19 0.66 0.09
H -2.11 1.35 -0.21
C -0.11 -0.68 -0.07
H -1.84 1.75 -1.88
H -0.16 0.72 1.27
H 0.09 -0.06 -2.18
H 0.33 -1.57 -0.21
C -0.35 0.31 -1.18
H 1.33 -0.25 2.95
H 1.26 -1.65 2.01
C -1.71 0.89 -1.16
H -0.17 -1.13 2.84
S -3.09 -0.37 -1.55
H -2.56 -0.70 -2.78
H 0.41 1.08 -1.03
```


ii | Entry from the Open Molecules 2025 dataset: 4 unconnected molecules or ions with the total composition C4H13NOS (ωB97M-V with the def2-TZVPD basis set).

- gap between HOMO and LUMO (eV) = 3.80
- M (g mol⁻¹) = 123.221
- HOMO level (eV) = -8.6
- multiplicity = 1

Structure (XYZ):
```
20
C4H13NOS, DFT ωB97M-V with the def2-TZVPD basis set
H 1.01 1.15 -2.53
H -1.13 0.96 2.33
H 1.13 1.65 -0.99
N 2.33 0.04 -1.16
O 1.65 -0.82 1.13
C -1.16 0.78 1.26
C -0.95 -1.65 1.73
H 2.06 -0.41 -0.21
H 2.54 -0.70 -1.83
C -1.53 -0.63 1.05
H -2.48 0.78 -3.03
S -1.75 1.34 -2.07
H -0.20 0.99 0.79
H 2.43 -0.94 1.69
H -1.89 1.47 0.83
H -0.14 -1.37 2.40
H -2.08 -0.86 0.13
H -1.08 -2.66 1.37
H 0.12 0.21 -1.36
C 1.12 0.69 -1.54
```


How do the energies compare? Relative to the most stable structure, in kJ/mol: i 0.0; ii 582.6.


i | Entry from the Open Molecules 2025 dataset: 2 unconnected molecules or ions with the total composition C4H13NOS (ωB97M-V with the def2-TZVPD basis set).

- gap between HOMO and LUMO (eV) = 9.93
- M (g mol⁻¹) = 123.221
- HOMO level (eV) = -9.2
- SMILES = NCCS.CCO
- multiplicity = 1

Structure (XYZ):
```
20
C4H13NOS, DFT ωB97M-V with the def2-TZVPD basis set
C -0.36 0.76 -1.97
C 0.15 -1.73 1.43
H -0.18 -0.15 -2.56
C 0.50 -0.31 2.01
H -0.11 2.05 -3.72
H 0.06 0.48 1.31
H 0.93 -3.34 -0.33
H -0.92 -1.72 1.14
C -0.87 1.87 -2.91
N -0.23 -0.14 3.33
H -1.85 1.53 -3.39
S 1.15 -2.05 -0.03
H -1.06 2.83 -2.37
O 0.86 1.12 -1.27
H 1.59 -0.15 2.06
H -1.14 0.55 -1.20
H 1.35 0.28 -1.28
H -0.63 0.79 3.45
H 0.46 -0.19 4.10
H 0.30 -2.46 2.22
```


ii | Entry from the Open Molecules 2025 dataset: 2 unconnected molecules or ions with the total composition C4H13NOS (ωB97M-V with the def2-TZVPD basis set).

- gap between HOMO and LUMO (eV) = 9.69
- M (g mol⁻¹) = 123.221
- HOMO level (eV) = -8.9
- SMILES = C[C@H](N)CCS.O
- multiplicity = 1

Structure (XYZ):
```
20
C4H13NOS, DFT ωB97M-V with the def2-TZVPD basis set
H -0.88 -0.42 -1.53
S -1.98 1.73 1.17
H 1.93 -1.43 -0.59
C 1.92 -0.47 -0.07
H -2.61 -4.13 -2.03
H -0.08 1.08 2.38
N -0.01 0.08 -1.39
H -0.24 1.00 -1.74
C 0.70 1.64 0.45
C 0.51 0.16 -0.04
H 2.77 0.07 -0.57
H -1.87 -5.10 -0.93
H 1.72 1.63 0.81
C -0.23 1.93 1.64
H -0.06 -0.44 0.69
H -1.81 2.21 -0.02
H 2.27 -0.42 0.99
H -0.10 2.82 2.26
O -2.31 -4.27 -1.13
H 0.37 2.34 -0.34
```


How do the energies compare? Relative to the most stable structure, in kJ/mol: i 0.0; ii 22.3.


i | Entry from the Open Molecules 2025 dataset: 2 unconnected molecules or ions with the total composition CH2FO4S (ωB97M-V with the def2-TZVPD basis set).

- gap between HOMO and LUMO (eV) = 9.54
- net charge = -1
- M (g mol⁻¹) = 129.088
- HOMO level (eV) = -5.5
- multiplicity = 1

Structure (XYZ):
```
9
CH2FO4S, DFT ωB97M-V with the def2-TZVPD basis set
O -1.95 -0.81 0.06
H 0.98 -0.48 -1.38
S -0.86 0.17 -0.19
O -0.72 0.85 1.26
C 0.74 -0.83 -0.41
H 0.32 1.08 1.32
O -1.18 1.14 -1.18
O 0.96 -1.75 0.31
F 1.72 0.63 0.21
```


ii | Entry from the Open Molecules 2025 dataset: a gas-phase ion, CH2FO4S (charge -1) (ωB97M-V with the def2-TZVPD basis set).

- gap between HOMO and LUMO (eV) = 9.89
- net charge = -1
- M (g mol⁻¹) = 129.088
- HOMO level (eV) = -5.7
- SMILES = O=S(=O)([O-])[C@H](O)F
- multiplicity = 1

Structure (XYZ):
```
9
CH2FO4S, DFT ωB97M-V with the def2-TZVPD basis set
O -1.25 0.96 0.77
H 1.44 -0.92 -0.32
O -0.97 -1.41 1.15
F 0.80 0.36 -1.66
O -1.70 -0.64 -1.09
S -0.98 -0.33 0.16
O 1.43 1.08 0.55
C 0.81 -0.14 -0.44
H 0.42 1.05 0.87
```


How do the energies compare? Relative to the most stable structure, in kJ/mol: i 0.0; ii 22.8.